A structure of composition C11H12I2MnN3O in a non-equilibrium geometry. Source: OMol25; level of theory: ωB97M-V/def2-TZVPD.

Structure (XYZ):
```
30
C11H12I2MnN3O, DFT ωB97M-V/def2-TZVPD
Mn 0.23 -0.41 -1.10
N -0.33 -2.41 -2.05
C 0.98 -2.98 -2.41
C 1.86 -1.93 -3.09
N 2.22 -0.86 -2.13
H -0.87 -3.09 -1.51
H -0.87 -2.24 -2.90
H 0.86 -3.84 -3.09
H 1.47 -3.34 -1.50
H 1.31 -1.48 -3.92
H 2.76 -2.42 -3.49
H 2.70 -0.11 -2.63
H 2.89 -1.24 -1.46
I -2.27 3.96 -1.70
C -1.73 3.01 0.09
C -2.04 3.54 1.33
C -1.67 2.90 2.49
I -2.19 3.78 4.34
C -0.96 1.67 2.45
C -0.54 0.94 3.58
C 0.13 -0.24 3.41
C 0.40 -0.71 2.12
N 0.03 -0.05 1.03
C -0.64 1.13 1.18
C -1.03 1.80 -0.04
O -0.74 1.27 -1.17
H -2.59 4.48 1.39
H -0.76 1.32 4.57
H 0.46 -0.82 4.27
H 0.93 -1.64 1.97
```

Calculated values
multiplicity = 6
<S²> = 8.76
net charge = +1
relative energy (zero: lowest compared OMol25 entry of this formula, charge and spin) = 0.024 eV
HOMO energy (spin up / spin down) = -10.2 / -10.3 eV
gap between HOMO and LUMO (spin up / spin down) = 7.137 / 7.011 eV